No. 1
Formula: C12H10F3NOS
Source: the Open Molecules 2025 dataset
Level of theory: ωB97M-V/def2-TZVPD

```
28
Properties=species:S:1:pos:R:3:nbo_charge:R:1
C -1.413 2.037 1.747 -0.71
C 0.104 2.171 1.513 0.59
O 0.472 3.309 1.251 -0.53
C 1.243 1.111 1.831 -0.45
S 0.467 -0.534 2.407 0.25
C -0.264 -0.980 0.856 -0.19
C -1.533 -1.612 0.792 -0.22
C -1.851 -2.230 -0.462 -0.18
C -1.023 -2.016 -1.632 -0.16
C -1.355 -2.522 -3.046 0.97
F -0.373 -3.038 -3.741 -0.31
F -1.536 -1.446 -3.716 -0.31
F -2.451 -3.333 -2.905 -0.33
C 0.115 -1.195 -1.543 -0.11
C 0.497 -0.710 -0.290 0.05
N 1.595 0.140 -0.461 -0.43
C 1.984 0.914 0.504 0.32
C 3.052 1.841 0.094 -0.67
H -1.659 0.975 1.716 0.22
H -1.972 2.575 1.000 0.25
H -1.689 2.345 2.736 0.24
H 1.857 1.349 2.654 0.26
H -2.201 -1.627 1.616 0.23
H -2.694 -2.986 -0.465 0.24
H 0.758 -0.890 -2.323 0.24
H 2.622 2.944 -0.076 0.26
H 3.810 1.786 0.852 0.22
H 3.438 1.618 -0.911 0.25
```

Values from the calculation:
ΔE to the lowest compared entry with this formula, charge and spin = 36.6 kcal/mol
frontier orbital gap = 8.409 eV
molecular weight = 273.3 Da
energy = -35130.022 eV
SMILES = CC(=O)[C@H]1Sc2ccc(C(F)(F)F)cc2N=C1C
spin multiplicity = 1
HOMO level = -8.63 eV

---

No. 2
Formula: C4H7NO2S
Source: the Open Molecules 2025 dataset
Level of theory: ωB97M-V/def2-TZVPD

```
15
Properties=species:S:1:pos:R:3:nbo_charge:R:1
O -0.150 -2.072 -2.056 -0.59
C -0.481 -0.916 -2.245 0.52
N -0.282 -0.012 -1.228 -0.62
C -0.021 -0.228 0.183 -0.19
C -1.329 0.188 0.969 0.46
O -1.660 -0.351 1.975 -0.48
C 1.082 0.686 0.634 -0.53
S 1.706 0.455 2.342 -0.05
H -0.631 -0.439 -3.224 0.13
H -0.470 0.967 -1.430 0.38
H 0.353 -1.238 0.408 0.26
H -1.761 1.043 0.418 0.10
H 0.869 1.765 0.498 0.21
H 1.973 0.645 -0.040 0.24
H 0.802 -0.492 2.795 0.15
```

Values from the calculation:
ΔE to the lowest compared entry with this formula, charge and spin = 44.5 kcal/mol
frontier orbital gap = 9.889 eV
molecular weight = 133.2 Da
energy = -20680.807 eV
SMILES = O=CN[C@H](C=O)CS
spin multiplicity = 1
HOMO level = -9.38 eV

---

No. 3
Formula: C6H8N3O2
Source: the Open Molecules 2025 dataset
Level of theory: ωB97M-V/def2-TZVPD

```
19
Properties=species:S:1:pos:R:3:nbo_charge:R:1
C 2.009 -0.591 0.397 0.13
C 0.816 -1.416 0.077 0.50
C 1.682 1.635 -0.668 0.32
C -0.529 1.188 0.287 0.67
C -1.164 -0.041 -0.533 -0.12
C -2.576 -0.147 0.128 -0.58
N -0.417 -1.087 -0.069 -0.41
N 2.252 0.687 0.087 -0.47
N 0.402 1.838 -0.609 -0.59
O -0.625 1.510 1.436 -0.43
O 1.155 -2.672 0.261 -0.63
H 2.822 -0.942 0.960 0.24
H -0.965 0.220 -1.530 0.23
H -2.492 -0.421 1.230 0.25
H -3.122 -0.732 -0.497 0.23
H -2.959 0.806 0.006 0.21
H 3.104 0.966 0.435 0.44
H 0.127 2.511 -1.324 0.46
H 0.481 -3.310 -0.074 0.53
```

Values from the calculation:
ΔE to the lowest compared entry with this formula, charge and spin = 66.3 kcal/mol
frontier orbital gap (alpha / beta) = 7.304 / 7.308 eV
molecular weight = 154.1 Da
energy = -14905.352 eV
spin multiplicity = 1
net charge = +1
HOMO level (alpha / beta) = -13.58 / -13.58 eV

---

No. 4
Formula: C4H4Br2
Source: the Open Molecules 2025 dataset
Level of theory: ωB97M-V/def2-TZVPD

```
10
Properties=species:S:1:pos:R:3:nbo_charge:R:1
Br -2.203 1.728 -0.065 -0.01
C -0.602 0.854 0.632 -0.27
C -0.404 -0.706 0.513 -0.18
C 0.481 -0.617 -0.460 -0.18
C 0.507 0.913 -0.499 -0.29
Br 2.207 1.710 0.033 0.00
H -0.461 1.188 1.628 0.23
H -0.884 -1.586 0.917 0.22
H 1.135 -1.309 -0.952 0.22
H 0.094 1.391 -1.448 0.25
```

Values from the calculation:
ΔE to the lowest compared entry with this formula, charge and spin = 8.9 kcal/mol
frontier orbital gap = 10.784 eV
molecular weight = 211.9 Da
energy = -144296.035 eV
SMILES = Br[C@H]1C=C[C@@H]1Br
spin multiplicity = 1
HOMO level = -10.10 eV

---

No. 5
Formula: CH4O2P2
Source: the Open Molecules 2025 dataset
Level of theory: ωB97M-V/def2-TZVPD

```
9
Properties=species:S:1:pos:R:3:nbo_charge:R:1
C 0.738 0.681 0.436 -1.01
O -0.414 0.422 4.917 -1.02
O -1.098 0.103 2.577 -1.06
P -0.520 1.170 3.665 1.47
P -1.035 0.747 0.503 0.91
H 1.208 1.655 0.085 0.25
H 1.008 0.307 1.397 0.27
H 0.864 0.054 -0.480 0.25
H -1.106 -0.569 0.478 -0.06
```

Values from the calculation:
ΔE to the lowest compared entry with this formula, charge and spin = 37.4 kcal/mol
frontier orbital gap = 8.875 eV
molecular weight = 110.0 Da
energy = -23773.538 eV
spin multiplicity = 1
HOMO level = -9.90 eV

---

No. 6
Formula: C6H11N
Source: the Open Molecules 2025 dataset
Level of theory: ωB97M-V/def2-TZVPD

```
18
Properties=species:S:1:pos:R:3:nbo_charge:R:1
C -0.323 -1.189 -2.194 -0.63
C 0.366 -0.093 -1.355 -0.40
N -1.810 0.522 1.701 -0.92
C -1.206 0.088 0.516 -0.18
C 0.115 0.042 0.146 -0.16
C 1.308 0.065 0.945 -0.31
C 1.787 1.096 1.701 -0.64
H -1.298 -0.910 -2.609 0.18
H -0.596 -2.001 -1.497 0.21
H 0.342 -1.623 -2.936 0.18
H 0.296 0.868 -1.890 0.17
H 1.431 -0.307 -1.465 0.19
H -2.611 1.145 1.657 0.33
H -1.738 0.126 2.621 0.36
H -1.918 -0.032 -0.307 0.13
H 1.878 -0.865 0.815 0.15
H 2.704 1.033 2.286 0.15
H 1.272 2.035 1.865 0.17
```

Values from the calculation:
ΔE to the lowest compared entry with this formula, charge and spin = 31.9 kcal/mol
frontier orbital gap (alpha / beta) = 3.033 / 6.805 eV
molecular weight = 97.2 Da
energy = -7887.082 eV
spin multiplicity = 2
net charge = -1
HOMO level (alpha / beta) = 1.22 / -2.68 eV